70
Properties=species:S:1:pos:R:3:forces:R:3 method="wB97M-V/def2-TZVPD" charge=+3 e_homo_ha="-0.5716 / -0.5718" lumo_ev="-10.823 / -10.807" orbital_gap_ev="4.7 / 4.8"
Tc -0.074 0.013 -0.134 1.9 1.1 -1.0
C 5.552 1.525 -0.381 0.0 0.3 -0.1
O 4.834 2.725 -0.757 0.2 -0.4 0.4
C 4.831 3.011 -2.095 0.1 -0.1 0.0
C 5.606 4.052 -2.577 0.2 0.2 -0.1
C 5.604 4.347 -3.932 0.0 0.0 0.0
C 4.830 3.597 -4.812 0.1 0.0 0.0
C 4.044 2.567 -4.330 -0.2 0.0 -0.1
C 4.026 2.288 -2.969 -0.2 -0.2 -0.1
N 3.202 1.202 -2.498 0.8 0.0 -0.6
C 2.247 1.274 -1.590 -0.2 1.0 0.5
N 2.067 2.434 -0.931 0.3 -0.7 -0.7
C 1.157 2.776 0.016 -0.7 0.2 0.7
C 0.090 1.955 0.463 0.3 -0.5 -0.3
C -0.754 2.499 1.420 0.0 1.3 0.8
C -0.528 3.783 1.951 -0.4 -1.0 -0.2
C 0.524 4.594 1.513 -0.1 0.0 0.2
C 1.353 4.118 0.537 -0.6 -0.8 0.1
O 2.357 4.761 -0.015 0.9 0.9 -0.4
C 2.616 6.137 0.375 -0.1 -0.3 0.0
N 1.480 0.217 -1.285 -0.8 -0.7 0.4
C 1.614 -1.052 -1.964 0.1 -0.2 0.3
C 1.905 -2.172 -1.170 0.0 0.0 -0.1
C 1.890 -3.450 -1.698 0.0 0.0 0.1
C 1.567 -3.623 -3.034 0.0 0.0 -0.1
C 1.319 -2.527 -3.851 0.1 -0.3 -0.1
C 1.365 -1.241 -3.338 -0.2 0.1 0.0
O 1.171 -0.134 -4.080 -0.1 0.2 -0.3
C 0.981 -0.303 -5.502 -0.1 0.0 0.1
H 6.074 1.736 0.549 0.0 0.1 0.0
H 6.281 1.254 -1.142 0.0 0.0 0.0
H 4.863 0.695 -0.227 -0.1 -0.1 0.0
H 6.229 4.601 -1.878 -0.1 0.0 -0.1
H 6.220 5.157 -4.304 0.0 -0.1 0.0
H 4.845 3.814 -5.873 0.0 0.0 0.1
H 3.432 1.976 -5.007 0.1 0.1 0.1
H 3.233 0.352 -3.039 0.0 0.0 0.0
H 2.753 3.163 -1.115 0.1 0.0 0.0
H -1.578 1.918 1.808 -0.1 0.0 0.0
H -1.173 4.150 2.745 0.0 -0.1 -0.2
H 0.687 5.568 1.955 -0.1 -0.1 -0.1
H 3.416 6.481 -0.265 0.1 0.0 -0.1
H 2.932 6.179 1.415 0.0 -0.1 0.1
H 1.728 6.746 0.222 -0.1 0.0 0.0
H 2.195 -2.015 -0.141 0.0 0.1 -0.1
H 2.137 -4.301 -1.074 0.0 0.1 -0.1
H 1.517 -4.621 -3.458 0.0 0.1 0.0
H 1.099 -2.687 -4.899 0.0 0.0 0.1
H 0.888 0.697 -5.911 0.0 0.1 0.0
H 0.071 -0.868 -5.710 0.0 0.0 0.1
H 1.837 -0.806 -5.952 0.0 0.0 0.0
C -2.115 2.341 -5.001 0.0 -0.1 0.1
C -2.337 1.662 -3.672 0.0 0.2 -0.2
C -3.616 1.367 -3.206 -0.2 0.1 -0.1
C -3.800 0.724 -1.990 -0.4 0.0 -0.1
C -2.668 0.399 -1.305 0.2 0.0 0.1
Br -2.669 -0.483 0.372 -0.2 -0.1 0.3
N -1.427 0.667 -1.696 -0.3 -0.2 0.2
C -1.267 1.306 -2.870 0.2 0.0 0.2
H -2.850 3.129 -5.162 0.0 0.0 0.0
H -2.233 1.624 -5.816 0.0 0.0 0.0
H -1.118 2.778 -5.069 -0.1 0.0 0.0
H -4.485 1.653 -3.794 0.1 -0.1 0.1
H -4.785 0.496 -1.599 0.1 0.0 -0.1
H -0.253 1.528 -3.162 0.1 0.0 0.0
Se 3.215 0.105 4.419 0.2 -0.7 0.4
Sb 3.727 -2.535 4.210 0.1 0.7 0.4
Se 0.757 -0.643 1.977 -0.3 -0.4 0.2
Se 2.696 0.545 2.277 -0.1 0.6 -0.6
Se 2.511 -2.962 2.278 -0.4 -0.3 -0.2

27
Properties=species:S:1:pos:R:3:forces:R:3 method="wB97M-V/def2-TZVPD" e_homo_ha="-0.2689 / -0.2689" lumo_ev="0.745 / 0.745" relative_energy_kcal_mol=102.5 orbital_gap_ev="8.1 / 8.1"
C -0.140 0.368 0.526 3.3 0.4 -0.7
C -0.177 -0.167 -0.782 -2.9 0.0 0.0
C 1.845 0.623 -0.021 -0.8 0.5 1.2
C -2.675 -1.557 0.047 -0.2 -0.2 -0.2
C -0.091 -0.588 1.689 -0.1 0.0 -0.2
C -0.665 1.746 0.812 -0.1 0.5 -0.1
C 2.675 -0.566 -0.446 -0.2 -0.1 0.0
N -0.231 0.622 -1.937 -0.2 -0.5 0.5
O -2.161 -0.387 -0.477 0.6 -0.2 -0.7
O 1.975 1.726 -0.840 -0.3 -0.2 -0.1
H 1.451 1.540 -1.651 0.2 0.1 0.3
H 0.112 -1.201 -0.926 0.1 0.1 0.0
H 2.069 0.929 1.000 0.2 0.0 0.0
H -0.973 1.311 -1.849 0.1 0.1 0.1
H -0.439 0.051 -2.747 0.0 0.0 0.1
H -1.963 -2.410 0.011 -0.1 0.1 0.1
H -3.003 -1.453 1.101 0.1 0.0 -0.1
H -3.573 -1.889 -0.504 0.1 0.0 0.0
H 0.250 -1.583 1.399 0.0 0.0 0.0
H 0.556 -0.202 2.482 0.0 0.0 -0.1
H -1.093 -0.692 2.106 0.0 0.0 -0.1
H -0.849 1.902 1.876 0.1 -0.2 0.0
H -1.621 1.922 0.315 0.0 -0.3 0.0
H 0.009 2.540 0.482 0.2 -0.1 0.0
H 3.740 -0.319 -0.368 -0.2 0.1 0.0
H 2.487 -0.834 -1.488 0.0 0.0 0.0
H 2.485 -1.433 0.190 0.0 0.0 0.0